{
  "formula": "C18H26N3O4PbS4",
  "method": "ωB97M-V with the def2-TZVPD basis set",
  "charge": 1,
  "relative_energy_kj_mol": 0.00,
  "homo_energy_ev": -10.637,
  "homo_lumo_gap_ev": 7.24,
  "elements": ["Pb", "S", "S", "S", "S", "O", "O", "O", "O", "N", "N", "N", "C", "C", "C", "C", "C", "C", "C", "C", "C", "C", "C", "C", "C", "C", "C", "C", "C", "C", "H", "H", "H", "H", "H", "H", "H", "H", "H", "H", "H", "H", "H", "H", "H", "H", "H", "H", "H", "H", "H", "H", "H", "H", "H", "H"],
  "positions_angstrom": [[1.3738, 0.3559, 0.0086], [1.8332, -0.7297, -3.1390], [-1.1833, -0.2050, -1.6231], [0.8243, -2.9273, -0.7418], [-3.8642, -1.5320, 1.0535], [0.2008, 1.2492, 1.7077], [0.9513, 3.7454, -2.5609], [0.6487, 1.9073, -1.3528], [2.5141, 2.5752, 0.3549], [-1.4041, -2.6908, 0.6701], [-0.8364, -1.4436, 1.1701], [-3.2819, -4.0989, 0.6923], [-2.9323, -2.8112, 0.8159], [0.2533, -0.6704, -4.0399], [-1.1089, -0.4481, 4.6862], [1.0161, 4.4839, 0.4871], [-1.0364, -1.3493, 2.4584], [1.1487, 3.1004, -1.5572], [-0.9946, -2.9006, -0.7811], [3.1122, 4.5428, -0.9203], [-0.7375, -0.2645, 3.3251], [-0.5196, 1.8084, 5.1764], [-0.1465, 2.0266, 3.8797], [-0.9994, 0.5505, 5.6041], [-0.2093, 1.0000, 2.9008], [1.9689, 3.6954, -0.4011], [-0.8198, 0.1719, -3.3590], [2.1953, -2.5020, -3.1326], [-1.6869, -1.9349, -1.7415], [1.1820, -3.4266, -2.4552], [-1.2875, 0.3944, 6.6334], [0.2468, -3.4587, -3.0122], [1.5663, 4.9275, 1.3226], [-0.4468, 2.6185, 5.8914], [0.2173, 2.9933, 3.5561], [3.7957, 3.9390, -1.5165], [0.5672, 5.2936, -0.0863], [1.5790, -4.4413, -2.4410], [-1.5006, -1.4149, 4.9838], [-2.7676, -2.0191, -1.6143], [-1.7447, 0.1221, -3.9357], [2.7213, 5.3393, -1.5495], [-1.5147, -2.1904, 2.9718], [3.6630, 4.9811, -0.0863], [3.1614, -2.5742, -2.6306], [-0.9848, -3.4662, 1.1986], [2.3489, -2.8517, -4.1548], [-0.5149, 1.2179, -3.3089], [0.4368, -0.2514, -5.0293], [-2.6238, -4.8601, 0.6466], [2.5437, 2.8257, 1.2859], [0.2307, 3.8355, 0.8749], [-4.2592, -4.3301, 0.7811], [-1.3368, -3.9071, -1.0231], [-1.4767, -2.3052, -2.7440], [-0.0813, -1.6956, -4.1993]],
  "atomic_forces_ev_per_a": [[0.0, 0.1, -0.1], [0.0, 0.0, 0.0], [0.0, 0.1, 0.0], [-0.1, 0.0, 0.0], [0.0, 0.0, 0.0], [-0.2, 0.0, -0.1], [0.0, 0.1, 0.0], [0.1, 0.1, -0.1], [0.1, 0.0, 0.1], [0.0, 0.1, 0.0], [-0.1, 0.0, 0.1], [0.0, 0.0, 0.0], [0.1, 0.0, 0.1], [0.0, 0.0, 0.0], [0.0, 0.0, 0.0], [0.0, 0.0, 0.0], [0.1, 0.1, 0.0], [-0.1, -0.2, 0.0], [0.0, 0.0, 0.0], [0.0, 0.0, 0.0], [0.0, 0.0, -0.2], [0.0, -0.1, 0.0], [0.0, 0.0, 0.0], [0.0, 0.1, 0.0], [0.0, -0.2, 0.1], [0.0, 0.0, 0.0], [0.0, 0.0, 0.0], [0.0, 0.0, 0.0], [0.1, -0.1, 0.1], [0.0, 0.0, 0.0], [0.0, 0.0, 0.0], [0.0, 0.0, 0.0], [0.0, 0.0, 0.0], [0.0, 0.0, 0.0], [0.0, 0.0, 0.0], [0.0, 0.0, 0.0], [0.0, 0.0, 0.0], [0.0, 0.0, 0.0], [0.0, 0.0, 0.0], [0.0, 0.0, 0.0], [0.0, 0.0, 0.0], [0.0, 0.0, 0.0], [0.0, 0.0, 0.0], [0.0, 0.0, 0.0], [0.0, 0.0, 0.0], [0.0, 0.0, 0.0], [0.0, 0.0, 0.0], [0.0, 0.0, 0.0], [0.0, 0.0, 0.0], [0.0, 0.0, 0.0], [0.0, 0.0, 0.0], [0.0, 0.0, 0.0], [0.0, 0.0, 0.0], [0.0, 0.0, 0.0], [0.0, 0.0, 0.0], [0.0, 0.0, 0.0]]
}

{
  "formula": "C18H26N4O2",
  "method": "ωB97M-V with the def2-TZVPD basis set",
  "relative_energy_kj_mol": 288.17,
  "homo_energy_ev": -8.389,
  "homo_lumo_gap_ev": 9.07,
  "smiles": "CCCCCn1nc(C)c(/C=N\\NC(=O)c2cc(C)oc2C)c1C",
  "elements": ["O", "O", "N", "N", "N", "N", "C", "C", "C", "C", "C", "C", "C", "C", "C", "C", "C", "C", "C", "C", "C", "C", "C", "C", "H", "H", "H", "H", "H", "H", "H", "H", "H", "H", "H", "H", "H", "H", "H", "H", "H", "H", "H", "H", "H", "H", "H", "H", "H", "H"],
  "positions_angstrom": [[3.1164, 3.3209, -0.0104], [4.3936, -0.7363, 0.0468], [-2.7696, 0.5737, 0.7319], [-3.5005, 0.9674, -0.3155], [1.0584, 2.3719, -0.2076], [0.3746, 3.5292, -0.3043], [-3.1613, -0.6114, 1.4459], [-1.2816, -2.1033, 0.6102], [-0.7796, 1.2462, 2.0948], [2.4253, 2.3308, -0.1183], [2.3016, -0.2586, -0.5236], [5.3876, 1.4005, 0.6656], [3.1436, -2.7134, -0.6491], [-0.8958, 3.5159, -0.2553], [2.9548, 0.9559, -0.1407], [-3.4764, 2.7883, -1.9642], [-1.1237, -3.3240, -1.6188], [3.2206, -1.2507, -0.3960], [-1.7078, 1.3864, 0.9396], [-2.9360, 2.0592, -0.7889], [-1.7769, 2.3775, -0.0358], [-2.7909, -1.8826, 0.6749], [-0.8948, -3.3933, -0.1135], [4.2387, 0.5932, 0.1921], [0.1625, -3.5928, 0.0750], [-0.7850, -4.2415, -2.0945], [-0.8870, -2.1418, 1.6293], [-4.2469, -0.5709, 1.5705], [-0.1476, 0.3619, 2.0035], [-2.6862, -0.6078, 2.4288], [-2.1774, -3.1933, -1.8494], [-3.2029, -1.7967, -0.3308], [-0.5729, -2.4914, -2.0522], [0.5370, 1.4973, -0.2167], [5.1006, 2.4476, 0.6709], [6.2419, 1.2597, 0.0052], [2.2291, -2.9468, -1.1859], [-4.3739, 2.2890, -2.3174], [5.6827, 1.0921, 1.6682], [1.2992, -0.3831, -0.8816], [3.1569, -3.2669, 0.2902], [-2.7407, 2.8181, -2.7671], [-0.1416, 2.1238, 2.1618], [-3.7192, 3.8148, -1.6918], [-1.3647, 4.4747, -0.4337], [-3.2618, -2.7354, 1.1670], [3.9994, -3.0357, -1.2391], [-1.3420, 1.1651, 3.0252], [-0.8135, -1.2584, 0.1004], [-1.4662, -4.2250, 0.3041]],
  "atomic_forces_ev_per_a": [[0.0, 0.1, 0.0], [0.3, -0.1, 0.0], [0.5, 0.6, 0.0], [-0.6, -0.1, -0.5], [-0.7, -0.7, 0.1], [0.5, 0.7, -0.1], [-0.3, -0.6, -0.1], [-0.2, -0.3, 0.0], [0.0, 0.0, 0.0], [0.2, 0.3, 0.1], [0.4, -0.4, 0.1], [0.0, -0.2, 0.0], [0.3, 0.2, 0.2], [-0.1, -0.1, 0.0], [0.8, -0.3, 0.1], [0.0, 0.0, 0.0], [0.0, -0.1, 0.2], [-0.9, 0.0, -0.3], [-0.1, 0.2, -0.1], [0.3, -0.2, 0.3], [-0.1, -0.6, 0.1], [0.3, 0.3, 0.1], [0.1, 0.2, -0.1], [-0.7, 1.0, 0.0], [0.0, -0.1, 0.0], [0.0, -0.1, -0.1], [0.0, 0.1, 0.0], [0.1, 0.1, 0.1], [0.1, 0.0, 0.0], [0.0, 0.1, 0.0], [-0.1, 0.0, -0.1], [-0.1, 0.0, 0.0], [0.0, 0.1, -0.1], [0.1, 0.2, 0.0], [0.0, 0.0, 0.0], [0.1, 0.0, 0.0], [-0.1, 0.0, 0.0], [-0.1, 0.0, -0.1], [0.0, 0.0, 0.1], [-0.2, -0.1, -0.1], [0.0, -0.1, 0.0], [0.0, 0.0, -0.1], [0.0, 0.0, 0.0], [-0.1, 0.1, -0.1], [0.0, 0.2, 0.0], [-0.1, -0.1, 0.0], [0.0, -0.1, -0.1], [0.0, 0.0, 0.1], [0.1, 0.1, 0.0], [0.1, -0.1, 0.1]]
}

{
  "formula": "C18H26N4O3S2",
  "method": "ωB97M-V with the def2-TZVPD basis set",
  "relative_energy_kj_mol": 20.77,
  "homo_energy_ev": -8.367,
  "homo_lumo_gap_ev": 8.82,
  "smiles": "CCCCn1c(SCC(=O)N2CCCCC2)nc2cc(S(N)(=O)=O)ccc21",
  "elements": ["S", "S", "O", "O", "O", "N", "N", "N", "N", "C", "C", "C", "C", "C", "C", "C", "C", "C", "C", "C", "C", "C", "C", "C", "C", "C", "C", "H", "H", "H", "H", "H", "H", "H", "H", "H", "H", "H", "H", "H", "H", "H", "H", "H", "H", "H", "H", "H", "H", "H", "H", "H", "H"],
  "positions_angstrom": [[1.0698, -0.2940, -0.5544], [-6.5669, -1.8057, 0.0867], [2.0250, -3.6449, 0.4226], [-7.4655, -1.2935, 1.0809], [-6.4156, -3.2242, -0.0581], [-1.2762, 0.6366, 0.4198], [-1.4105, -1.3589, -0.5960], [3.6619, -2.3146, -0.3600], [-7.0612, -1.1760, -1.4027], [-0.6336, -0.3756, -0.2363], [-4.9747, -1.0328, 0.2517], [4.6525, -2.9451, 0.4919], [-2.5974, 0.2660, 0.4685], [4.6822, -0.1149, -0.0938], [2.3778, -2.7204, -0.2832], [4.1799, -1.1741, -1.0783], [-3.8748, -1.6690, -0.2757], [5.7383, -0.7178, 0.8280], [-0.1619, 5.3321, -0.7886], [-4.9205, 0.2096, 0.8724], [-0.7396, 2.9499, -0.2002], [5.1678, -1.9483, 1.5282], [-2.6604, -1.0032, -0.1667], [1.3603, -1.9939, -1.1528], [-0.6941, 1.8673, 0.8805], [-3.7214, 0.8841, 0.9949], [-0.1257, 4.2577, 0.2908], [5.0159, -1.5160, -1.7018], [0.9088, 4.0780, 0.5910], [0.3974, -2.4986, -1.0684], [4.1783, -3.8009, 0.9740], [0.2752, 6.2567, -0.4206], [-1.7781, 3.1173, -0.4952], [-1.1864, 5.5339, -1.0928], [3.4212, -0.7422, -1.7278], [5.9300, -2.4265, 2.1442], [0.3448, 1.6682, 1.1611], [5.4796, -3.2966, -0.1350], [-0.1932, 2.5954, -1.0768], [-5.8378, 0.6176, 1.2636], [6.0588, 0.0207, 1.5645], [3.8371, 0.2448, 0.4960], [-7.9486, -0.7061, -1.3240], [-7.0898, -1.8910, -2.1115], [-3.6664, 1.8471, 1.4783], [-1.2416, 2.1944, 1.7685], [-0.6716, 4.6069, 1.1701], [4.3409, -1.6519, 2.1762], [6.6126, -1.0065, 0.2393], [-3.9649, -2.6390, -0.7332], [0.3983, 5.0116, -1.6639], [5.0939, 0.7281, -0.6500], [1.6700, -1.9420, -2.1961]],
  "atomic_forces_ev_per_a": [[0.5, 0.1, 0.0], [-0.4, 0.2, -0.7], [-0.2, -0.1, 0.1], [0.2, 0.3, -0.1], [0.3, 0.1, -0.2], [0.0, -0.4, -0.1], [0.4, -0.2, -0.2], [0.4, -0.1, 0.0], [0.3, -0.2, 0.7], [-0.3, -0.5, -0.2], [-0.5, -0.4, 0.1], [0.0, -0.2, 0.5], [-0.5, -0.6, -0.2], [0.2, -0.1, -0.2], [-0.4, 0.0, -0.2], [-0.1, 0.4, 0.0], [0.2, 0.0, 0.0], [-0.2, 0.1, 0.2], [0.1, -0.1, 0.2], [0.0, 0.2, 0.1], [0.1, 0.1, 0.4], [0.2, -0.1, -0.2], [-0.2, 0.7, 0.4], [-0.1, 0.1, 0.1], [0.1, 0.5, -0.2], [0.0, 0.1, 0.0], [-0.1, -0.1, -0.3], [-0.1, 0.1, -0.1], [0.0, 0.0, 0.1], [0.2, 0.0, -0.1], [0.1, 0.1, -0.1], [0.0, 0.1, -0.1], [0.0, 0.0, -0.1], [-0.1, 0.1, -0.1], [0.0, -0.1, -0.1], [0.0, 0.0, 0.1], [-0.1, 0.0, 0.1], [0.0, 0.0, 0.0], [0.0, 0.0, -0.1], [-0.1, 0.1, 0.1], [0.1, 0.0, 0.0], [0.0, 0.1, 0.0], [-0.2, 0.1, 0.2], [0.1, -0.2, -0.1], [0.0, 0.1, 0.1], [0.1, -0.1, 0.0], [0.0, 0.0, 0.1], [0.0, 0.0, 0.1], [0.1, 0.0, 0.0], [0.1, -0.2, -0.1], [0.0, 0.0, -0.1], [0.0, 0.1, 0.0], [0.0, 0.0, 0.0]]
}

{
  "formula": "C18H26N4OS",
  "method": "ωB97M-V with the def2-TZVPD basis set",
  "charge": -1,
  "homo_energy_ev": [0.725, -5.375],
  "multiplicity": 2,
  "homo_lumo_gap_ev": [2.02, 8.28],
  "s_squared": 0.7504,
  "elements": ["S", "O", "N", "N", "N", "N", "C", "C", "C", "C", "C", "C", "C", "C", "C", "C", "C", "C", "C", "C", "C", "C", "C", "C", "H", "H", "H", "H", "H", "H", "H", "H", "H", "H", "H", "H", "H", "H", "H", "H", "H", "H", "H", "H", "H", "H", "H", "H", "H", "H"],
  "positions_angstrom": [[-1.3623, -0.9357, 1.5967], [-1.1504, 0.5848, 1.6565], [-3.4322, 1.7462, 1.6856], [4.3848, -3.1684, -2.4497], [3.9596, 2.2846, 0.8701], [-0.5253, 1.5999, -2.5794], [-0.4489, -1.7208, 2.9239], [2.3779, -4.2132, -2.5722], [-2.1303, 2.3672, -1.1926], [-5.5972, 1.9546, 2.2811], [3.2561, -4.8784, -3.3576], [4.5004, -4.2047, -3.3192], [-1.5232, 0.6505, -2.5903], [-0.9308, 2.6742, -1.8455], [-4.7192, 1.3292, 1.3725], [-2.5804, 1.2441, -1.9126], [2.7815, 2.4735, 0.1807], [-4.9456, 2.7376, 3.1494], [2.4279, 0.6513, 1.5066], [3.1211, -3.2375, -1.9904], [-0.4546, -1.6372, 0.2040], [-3.5837, 2.4917, 2.8826], [1.8674, 1.4930, 0.5100], [3.7053, 1.1759, 1.7022], [-4.9538, 0.5134, 0.7049], [0.3874, 1.6245, -3.0111], [-2.4949, 1.5082, 1.3942], [-5.3468, 3.5080, 3.7912], [5.1687, -2.5919, -2.1792], [-3.5912, 0.8714, -1.8365], [0.6131, -1.5482, 0.4049], [4.8679, 2.7151, 0.7712], [-0.4926, -2.8082, 2.8633], [-0.6482, -2.7078, 0.1370], [-6.6671, 1.8078, 2.2726], [-0.7565, -1.1419, -0.7188], [1.9723, -0.2247, 1.9439], [2.7091, 3.3222, -0.4833], [2.6961, -2.5096, -1.3153], [-2.8213, 2.8562, -0.5219], [0.9856, 1.4047, -0.1074], [-1.5215, -0.1728, -3.2893], [5.4155, -4.4319, -3.8460], [-0.3914, 3.6069, -1.7719], [-2.7777, 3.1273, 3.2184], [3.0173, -5.8118, -3.8456], [0.5506, -1.2906, 2.9880], [4.5811, 0.8274, 2.2296], [1.3555, -4.5096, -2.3902], [-0.8552, -1.4060, 3.8851]],
  "atomic_forces_ev_per_a": [[-0.9, 0.8, -0.2], [1.1, -2.0, -0.1], [-3.1, 1.3, 3.3], [-0.1, -1.1, -0.6], [-2.0, -2.0, 1.3], [0.1, 0.9, 0.0], [0.4, 0.9, 0.7], [-0.5, 0.3, 1.2], [0.0, 0.3, -2.6], [-2.0, -2.4, -3.0], [2.9, -1.0, -2.0], [-0.7, -1.8, -0.9], [-0.8, 1.2, -0.8], [-0.5, 0.4, 2.1], [0.3, 0.5, 1.0], [0.1, -2.0, 0.9], [0.5, 0.2, -0.4], [3.3, 0.7, 1.0], [1.5, 1.2, -0.6], [-1.9, 2.7, 2.0], [0.5, 0.1, 0.4], [-0.1, 1.4, -1.6], [0.3, 1.0, -0.9], [0.9, 0.0, -0.4], [0.3, 0.2, -0.2], [-0.3, -0.6, -0.1], [0.2, -0.9, -0.4], [0.1, -0.4, 0.3], [-0.5, 0.2, 0.2], [0.1, -0.4, 0.1], [0.1, 0.3, -0.3], [-0.5, 0.1, 0.0], [0.1, 0.1, -0.3], [-0.4, 0.0, 0.1], [-0.1, -0.1, -0.2], [0.0, 0.1, 0.1], [0.3, 0.2, 0.1], [-0.2, -0.2, -0.2], [0.5, 0.2, 0.1], [0.6, 0.7, -0.1], [-0.4, -0.2, 0.7], [0.2, 0.0, 0.2], [0.0, 0.1, 0.2], [0.5, -0.4, 0.1], [0.3, -0.3, 0.1], [0.3, 0.1, -0.4], [0.3, -0.5, -0.5], [-0.4, -0.3, 0.4], [0.1, 0.4, 0.2], [-0.6, 0.0, -0.1]]
}